1.
72
Properties=species:S:1:pos:R:3:mulliken_charge:R:1 method="wB97M-V/def2-TZVPD" e_tot_ha=-9969.1547 homo_lumo_gap_ev="5.2 / 6.8" e_homo_ha="-0.0594 / -0.1170" s_squared=0.7546 multiplicity=2 charge=-2
Ag -0.489 -0.761 2.301 0.772
O 3.032 -0.567 4.022 -0.712
As 2.398 0.973 3.377 0.618
O 2.780 2.070 4.545 -0.886
O 0.851 0.881 2.786 -0.511
C 3.483 1.208 1.841 -0.310
C 4.288 2.305 1.974 -0.508
C 5.329 2.566 1.120 -0.827
C 5.400 1.848 -0.057 -0.473
C 4.554 0.752 -0.254 -0.546
C 3.575 0.440 0.667 0.118
S 2.496 -1.003 0.356 1.333
O 3.149 -1.802 -0.634 -0.795
O 2.368 -1.662 1.671 -0.844
O 1.242 -0.423 -0.107 -0.354
H 3.009 -1.084 3.181 0.494
H 4.185 2.839 2.865 0.673
H 5.865 3.469 1.287 0.375
H 6.149 2.029 -0.812 0.372
H 4.517 0.157 -1.143 0.500
C -2.005 2.341 2.120 -1.564
Ge -1.418 1.004 0.751 1.634
C -3.070 0.454 -0.219 -0.194
C -3.727 1.442 -0.939 -0.248
C -4.791 1.130 -1.738 -0.648
C -5.195 -0.213 -1.854 -0.626
C -4.555 -1.187 -1.112 -0.654
C -3.459 -0.864 -0.305 0.306
C -0.192 2.098 -0.406 0.880
C 0.513 2.980 0.349 -0.958
C 1.452 3.837 -0.309 -0.810
C 1.521 3.866 -1.675 -1.075
C 0.744 2.991 -2.442 1.061
C 0.805 2.974 -3.858 -0.957
C 0.171 1.962 -4.554 -0.500
C -0.609 1.011 -3.928 -1.159
C -0.791 1.087 -2.563 -0.348
C -0.073 2.040 -1.793 1.085
H -2.022 3.301 1.646 0.418
H -1.284 2.313 2.922 0.484
H -2.977 2.040 2.542 0.390
H -3.385 2.490 -0.901 0.272
H -5.331 1.902 -2.259 0.398
H -5.981 -0.525 -2.509 0.404
H -4.903 -2.207 -1.260 0.380
H -2.966 -1.649 0.223 -0.083
H 0.418 2.998 1.434 0.250
H 2.104 4.459 0.290 0.391
H 2.259 4.498 -2.153 0.305
H 1.446 3.726 -4.301 0.381
H 0.232 2.016 -5.629 0.359
H -1.117 0.289 -4.574 0.397
H -1.369 0.339 -2.051 0.398
Br -3.530 -4.716 -4.000 -0.229
C -2.236 -4.144 -2.679 0.323
C -2.537 -4.436 -1.382 -0.747
C -1.669 -3.959 -0.416 -0.318
N -0.661 -3.127 -0.682 0.034
C -0.389 -2.854 -1.951 -0.040
C -1.124 -3.404 -3.034 -0.597
H -3.369 -5.076 -1.079 0.437
H -1.852 -4.200 0.633 0.304
H 0.478 -2.197 -2.130 0.364
H -0.921 -3.104 -4.070 0.379
C 0.930 -3.454 4.506 -0.867
O -0.082 -2.846 3.760 -0.320
C -1.271 -3.448 3.576 0.420
S -1.580 -4.962 4.202 -0.413
S -2.298 -2.391 2.744 -0.492
H 1.756 -2.723 4.591 0.110
H 1.209 -4.452 4.015 0.314
H 0.520 -3.679 5.465 0.480



2.
56
Properties=species:S:1:pos:R:3:mulliken_charge:R:1 method="wB97M-V/def2-TZVPD" e_tot_ha=-5652.4783 homo_lumo_gap_ev="6.8 / 7.2" e_homo_ha="-0.4380 / -0.4386" s_squared=0.7792 relative_energy_kj_mol=72.2 multiplicity=2 charge=+1
Re -1.898 -0.716 -0.908 1.333
F -4.071 -4.027 2.484 -0.213
C -3.280 -3.340 3.316 0.646
F -3.828 -3.384 4.534 -0.284
F -2.101 -3.977 3.372 -0.219
C -3.100 -1.918 2.848 -0.116
C -3.403 -0.843 3.660 -0.104
C -3.227 0.461 3.204 -1.005
C -2.741 0.656 1.933 -0.159
N -2.423 -0.386 1.155 -0.204
C -2.599 -1.656 1.573 0.661
S -2.150 -2.772 0.310 -0.384
H -3.789 -1.024 4.654 0.543
H -3.468 1.307 3.829 0.428
H -2.587 1.638 1.506 0.551
S 4.763 -0.669 -0.558 -0.097
C 2.992 -0.744 -0.519 0.289
C 2.238 0.228 0.136 -0.786
C 0.865 0.151 0.100 -0.235
N 0.216 -0.827 -0.554 -0.033
C 0.935 -1.770 -1.176 -0.176
C 2.317 -1.765 -1.175 -0.756
C 5.058 -0.787 1.199 0.160
C 5.451 0.329 1.921 -0.054
C 5.676 0.181 3.284 -0.393
N 5.531 -0.968 3.932 -0.542
C 5.166 -2.031 3.224 -0.409
C 4.923 -2.000 1.859 -0.175
H 2.717 1.043 0.661 0.514
H 0.249 0.898 0.581 0.447
H 0.381 -2.543 -1.689 0.483
H 2.857 -2.543 -1.694 0.513
H 5.589 1.287 1.438 0.443
H 5.987 1.034 3.877 0.364
H 5.067 -2.962 3.771 0.361
H 4.644 -2.900 1.327 0.409
Cl -4.230 -0.634 -1.557 -0.093
C -3.976 -1.062 -3.309 -0.279
C -2.511 -1.232 -3.684 0.457
O -2.202 -1.296 -4.829 -0.488
O -1.595 -1.320 -2.691 -0.656
H -4.426 -0.255 -3.877 0.361
H -4.509 -1.998 -3.453 0.373
Br 3.016 3.398 -2.879 -0.152
C 1.163 3.745 -2.863 -0.207
C 0.667 4.969 -3.302 -0.146
N -0.626 5.261 -3.300 -0.565
C -1.476 4.341 -2.867 -0.399
C -1.071 3.094 -2.402 0.579
C 0.284 2.786 -2.405 -0.093
C -2.097 2.117 -1.967 0.262
O -3.246 2.096 -2.304 -0.520
O -1.582 1.178 -1.116 -0.593
H 1.343 5.732 -3.669 0.386
H -2.529 4.597 -2.876 0.440
H 0.644 1.826 -2.069 0.533



3.
7
Properties=species:S:1:pos:R:3:mulliken_charge:R:1 method="wB97M-V/def2-TZVPD" e_tot_ha=-836.8024 homo_lumo_gap_ev=7.4 smiles=CSS e_homo_ha=-0.3276 relative_energy_kj_mol=167.4 charge=0
C 0.666 -0.055 -0.833 -0.677
S -1.380 -0.314 2.179 -0.182
S 0.834 0.045 0.967 -0.048
H 1.720 -0.187 -1.283 0.271
H 0.250 0.960 -1.224 0.252
H -0.139 -0.765 -1.073 0.262
H -1.950 0.315 1.266 0.123